Here is a single C20H20N2O2S2 molecule at a distorted geometry from the OMol25 dataset. Energies are from wB97M-V/def2-TZVPD.

* E_LUMO: 0.58 eV
* gap between HOMO and LUMO: 8.4 eV
* 2S+1: 1
* ΔE to the lowest compared entry with this formula, charge and spin: 6.9 kcal/mol
* SMILES: CCOc1ccc2nc(SCC(=O)N3CCCc4ccccc43)sc2c1
* total charge: 0

Geometry as XYZ:
```
46
C20H20N2O2S2 | the OMol25 dataset | wB97M-V/def2-TZVPD
C -6.0609 -1.3811 -0.2773
C -5.5181 -0.4342 0.7888
O -4.9017 0.7129 0.2367
C -3.6646 0.6227 -0.3153
C -3.2065 1.8019 -0.9295
C -1.9678 1.8779 -1.5167
C -1.1426 0.7554 -1.5049
N 0.1149 0.6705 -2.0213
C 0.6342 -0.4830 -1.8422
S 2.2153 -0.8705 -2.4257
C 2.6554 -2.3212 -1.4073
C 2.3563 -2.2729 0.0877
O 1.9642 -3.2926 0.6236
N 2.4713 -1.1134 0.7752
C 1.8528 -1.1145 2.1025
C 1.5388 0.2924 2.6003
C 1.1667 1.1938 1.4207
C 2.3887 1.2752 0.5600
C 2.9250 2.4611 0.0909
C 4.1230 2.4645 -0.6027
C 4.8160 1.2811 -0.7914
C 4.2952 0.0876 -0.3266
C 3.0634 0.0767 0.3155
S -0.3962 -1.6678 -0.9922
C -1.6076 -0.4240 -0.8853
C -2.8546 -0.5053 -0.2896
H -5.2591 -1.7671 -0.9019
H -6.7664 -0.8528 -0.9136
H -6.5695 -2.2147 0.1989
H -4.8295 -0.9572 1.4638
H -6.3435 -0.0341 1.3841
H -3.8682 2.6531 -0.9228
H -1.6207 2.7826 -1.9878
H 2.1189 -3.1902 -1.7944
H 3.7196 -2.4708 -1.5880
H 2.5155 -1.6360 2.8017
H 0.9367 -1.7082 2.0185
H 0.7253 0.2386 3.3239
H 2.4110 0.7193 3.1006
H 0.8664 2.1848 1.7613
H 0.3273 0.7576 0.8734
H 2.3965 3.3859 0.2693
H 4.5262 3.3927 -0.9774
H 5.7682 1.2847 -1.2996
H 4.8445 -0.8321 -0.4568
H -3.1600 -1.4292 0.1731
```



Here is a molecular structure, C33H20CrF6O5S at a distorted geometry from the OMol25 dataset. Energies are from wB97M-V/def2-TZVPD.

* E_LUMO (alpha / beta): -3.34 / -5.73 eV
* gap between HOMO and LUMO (alpha / beta): 6.4 / 5.8 eV
* 2S+1: 4
* total charge: +1
* expectation value of S²: 3.864

Geometry as XYZ:
```
66
C33H20CrF6O5S | the OMol25 dataset | wB97M-V/def2-TZVPD
F 4.2898 -0.6949 -3.1172
C 3.2247 -1.5137 -3.1237
F 3.2361 -2.2682 -4.2425
F 3.3093 -2.3439 -2.0479
S 1.6466 -0.5122 -3.0750
C 0.5404 -1.8182 -2.7468
C -0.8367 -1.6523 -3.0059
C -1.4288 -0.3568 -3.0687
C -2.8002 -0.2175 -3.1809
C -3.6099 -1.3507 -3.2828
C -5.1024 -1.1714 -3.3007
F -5.7790 -2.1881 -3.9090
F -5.5881 -1.0752 -2.0170
F -5.4721 -0.0182 -3.9328
C -3.0655 -2.6359 -3.2910
C -1.6934 -2.7824 -3.1786
O 1.7890 0.4035 -1.9591
O 1.5029 0.0104 -4.4208
H 0.9962 -2.8015 -2.8114
H -0.7989 0.5339 -3.0292
H -3.2583 0.7690 -3.2166
H -3.7053 -3.5108 -3.4078
H -1.2181 -3.7652 -3.2268
O -0.2260 4.5946 5.4381
C -0.1338 4.4508 4.2862
Cr 0.3168 4.1325 2.4623
C 1.2102 2.6156 3.1306
O 1.8123 1.7633 3.6467
C 1.9178 5.0602 2.9078
O 2.8947 5.5148 3.3455
C -0.8200 5.6203 1.3620
C -1.6841 4.6661 1.9108
C -1.4651 3.2971 1.6878
C -0.4353 2.8489 0.8264
C -0.1504 1.4377 0.5997
C 0.2546 0.2767 0.6859
C 0.6595 -1.0436 0.9337
C 2.1069 -1.2442 1.1182
C 2.9833 -0.2210 0.6713
C 4.3656 -0.3056 0.7822
C 4.9565 -1.3993 1.4179
C 4.1274 -2.4057 1.9232
C 2.7381 -2.3237 1.7876
C -0.4228 -1.9938 1.2240
C -1.7486 -1.6256 0.8601
C -2.8520 -2.4335 1.1276
C -2.6961 -3.6387 1.8228
C -1.4114 -4.0212 2.2244
C -0.3051 -3.2188 1.9328
C 0.4809 3.8242 0.3734
C 0.2668 5.1907 0.5919
H -0.9690 6.6838 1.5664
H -2.5173 4.9889 2.5351
H -2.1051 2.5603 2.1792
H 2.5570 0.6705 0.2274
H 4.9702 0.5140 0.3950
H 6.0406 -1.4357 1.5472
H 4.5737 -3.2484 2.4541
H 2.1423 -3.1107 2.2255
H -1.9106 -0.6664 0.3678
H -3.8441 -2.0910 0.8284
H -3.5692 -4.2411 2.0813
H -1.2785 -4.9366 2.8035
H 0.6587 -3.5466 2.2915
H 1.3636 3.4852 -0.1720
H 0.9688 5.9147 0.1809
```



Here is a gas-phase ion, C6H15N2P2 (charge +1) at a distorted geometry from the OMol25 dataset. Energies are from wB97M-V/def2-TZVPD.

* E_LUMO: -3.30 eV
* gap between HOMO and LUMO: 9.1 eV
* 2S+1: 1
* ΔE to the lowest compared entry with this formula, charge and spin: 14.1 kcal/mol
* SMILES: C=PCC[C@@H]([NH3+])[C@@H](N)P=C
* total charge: +1

Geometry as XYZ:
```
25
C6H15N2P2 | the OMol25 dataset | wB97M-V/def2-TZVPD
C -4.4434 1.5480 0.3680
P -3.5008 0.6055 -0.5685
C -2.0242 -0.1151 0.4437
C -0.7767 0.1114 -0.4338
C 0.4661 -0.6528 0.2290
N 0.3848 -2.1191 -0.0010
C 1.7932 -0.2560 -0.2001
N 1.9942 -0.7496 -1.5619
P 2.2380 1.5778 -0.2828
C 3.2971 1.8451 1.0210
H -5.3523 1.9722 -0.2239
H -4.4070 2.0863 1.3704
H -1.9252 0.3116 1.3786
H -2.2782 -1.2158 0.5101
H -0.4610 1.1700 -0.5973
H -0.9419 -0.2830 -1.3881
H 0.3507 -0.5845 1.3122
H -0.5717 -2.3282 -0.2959
H 0.6356 -2.6670 0.8559
H 1.0918 -2.4205 -0.7665
H 2.7298 -0.7829 0.3143
H 1.3619 -0.1888 -2.1894
H 2.9157 -0.8116 -1.9728
H 3.6729 2.8990 1.0800
H 3.7506 1.0477 1.5991
```



Here is a single C2H4OS molecule at a distorted geometry from the OMol25 dataset. Energies are from wB97M-V/def2-TZVPD.

* E_LUMO: 0.69 eV
* gap between HOMO and LUMO: 10.1 eV
* 2S+1: 1
* ΔE to the lowest compared entry with this formula, charge and spin: 21.8 kcal/mol
* SMILES: O=CCS
* total charge: 0

Geometry as XYZ:
```
8
C2H4OS | the OMol25 dataset | wB97M-V/def2-TZVPD
O 1.6789 1.1849 -0.0778
C 0.5252 0.9262 0.0686
C -0.0977 -0.3903 -0.0007
S 0.6514 -1.7619 -0.8186
H -0.1616 1.7278 0.2728
H -0.4014 -0.6174 1.1303
H -0.9927 -0.2749 -0.6491
H 1.4201 -2.3271 0.1722
```



Here is a single C4H6O2 molecule at a distorted geometry from the OMol25 dataset. Energies are from wB97M-V/def2-TZVPD.

* E_LUMO: -0.24 eV
* gap between HOMO and LUMO: 9.7 eV
* 2S+1: 1
* ΔE to the lowest compared entry with this formula, charge and spin: 30.4 kcal/mol
* SMILES: CCC(=O)C=O
* total charge: 0

Geometry as XYZ:
```
12
C4H6O2 | the OMol25 dataset | wB97M-V/def2-TZVPD
C -1.7007 -0.2318 0.4225
C -0.1928 -0.3731 0.6859
C 0.5947 0.2584 -0.4698
O -0.0282 0.7625 -1.3817
C 2.1578 0.4278 -0.7877
O 3.1546 0.0911 -0.2118
H -2.0029 0.8150 0.3282
H -2.0013 -0.7260 -0.5056
H -2.2746 -0.6747 1.2391
H 0.0763 -1.4320 0.8031
H 0.0738 0.1049 1.6390
H 2.1434 0.9779 -1.7613
```